1.
# C8H12N2O2

An isolated molecule of C8H12N2O2 (ωB97M-V/def2-TZVPD, the Open Molecules 2025 dataset).

Each line ends with the Mulliken charge.
Element x y z (Å)
C: -1.94 -0.38 -1.53  -0.620
C: -1.23 -1.37 -0.98  -0.390
C: -1.57 0.92 -0.95  -0.906
C: 0.25 1.29 0.88  -1.267
C: 1.34 1.70 -0.15  -0.809
C: -0.90 0.41 0.40  0.234
C: 2.40 0.56 -0.23  0.462
C: -0.31 -1.86 1.22  -1.507
N: -0.43 -0.88 0.07  0.347
N: 1.93 -0.78 -0.37  0.304
O: 2.15 -1.85 0.19  -0.416
O: 3.58 0.75 -0.48  -0.568
H: -2.42 -0.58 -2.47  0.365
H: -1.11 -2.43 -1.24  0.396
H: -0.83 1.43 -1.50  0.219
H: -2.28 1.60 -0.87  0.571
H: 0.67 0.70 1.70  0.384
H: -0.09 2.12 1.33  0.669
H: 1.08 1.93 -1.08  0.428
H: 2.02 2.43 0.19  0.367
H: -1.52 0.50 1.30  0.313
H: -1.26 -1.86 1.80  0.348
H: 0.04 -2.74 0.89  0.561
H: 0.42 -1.61 1.86  0.515

- orbital gap (alpha / beta) (eV) = 7.7 / 7.7
- electronic energy (eV) = -15560.1062
- net charge = 0
- maximum force (eV/A) = 5.961
- energy relative to the best compared isomer or geometry (same formula, charge and spin) (kJ/mol) = 656.44
- structure (SMILES) = CN1C=CC[C@@H]1CCC(=O)N=O

---

2.
# CaI2O4P

A structure of composition CaI2O4P (ωB97M-V/def2-TZVPD, the Open Molecules 2025 dataset).

Each line ends with the Mulliken charge.
Element x y z (Å)
Ca: -0.80 -2.65 1.48  0.322
I: 1.77 -0.62 3.64  -0.847
I: 0.94 -4.31 -1.52  -0.827
P: -0.29 1.38 -0.69  0.858
O: 1.00 1.36 -1.58  -0.685
O: -1.32 2.29 -1.46  -0.612
O: -0.07 2.46 0.47  -0.557
O: -1.23 0.08 -0.35  -0.652

- orbital gap (eV) = 2.2
- electronic energy (eV) = -52115.9091
- net charge = -3
- maximum force (eV/A) = 3.574
- energy relative to the best compared isomer or geometry (same formula, charge and spin) (kJ/mol) = 700.51

---

3.
# C2H4N4O2

An isolated molecule of C2H4N4O2 (ωB97M-V/def2-TZVPD, the Open Molecules 2025 dataset).

Each line ends with the Mulliken charge.
Element x y z (Å)
C: 1.29 0.33 -0.63  -0.118
C: -0.62 -0.10 0.39  0.241
H: 1.75 0.16 2.09  0.366
H: 2.30 0.53 -0.72  0.497
H: -2.07 -0.10 -2.19  0.364
H: -1.20 -0.99 2.01  0.228
N: 0.77 -0.23 0.46  0.130
N: 0.46 0.70 -1.48  -0.644
N: -0.74 0.30 -1.00  0.480
N: -1.54 -0.59 1.15  -0.705
O: 1.53 -0.66 1.53  -0.428
O: -1.93 0.64 -1.60  -0.413

- orbital gap (eV) = 8.6
- electronic energy (eV) = -12189.3653
- net charge = 0
- maximum force (eV/A) = 3.566
- energy relative to the best compared isomer or geometry (same formula, charge and spin) (kJ/mol) = 397.75
- structure (SMILES) = [H]/N=c1\n(O)cnn1O

---

4.
# C42H38GeN8OV

A structure of composition C42H38GeN8OV (ωB97M-V/def2-TZVPD, the Open Molecules 2025 dataset).

Each line ends with the Mulliken charge.
Element x y z (Å)
V: 0.15 -0.13 -0.97  0.245
C: 1.21 3.36 1.11  -1.705
C: 0.68 2.27 0.31  0.423
N: 1.14 1.00 0.35  1.988
N: 2.27 0.80 1.01  -1.297
C: 2.57 -0.34 1.61  0.337
O: 2.04 -1.51 1.52  -0.967
C: 3.80 -0.20 2.47  0.748
C: 4.26 1.04 2.89  -0.232
C: 5.43 1.13 3.64  -0.663
C: 6.07 0.00 4.13  -0.526
C: 5.57 -1.25 3.76  -0.712
C: 4.46 -1.34 2.91  -0.292
C: -0.38 2.57 -0.66  0.243
C: -1.06 3.79 -0.75  -0.748
C: -1.87 4.03 -1.93  -0.678
C: -1.78 3.09 -2.97  -1.081
C: -1.14 1.90 -2.75  -0.725
N: -0.56 1.63 -1.58  1.497
H: 2.05 3.02 1.71  0.082
H: 1.65 4.10 0.44  0.433
H: 0.51 3.90 1.69  0.428
H: 3.84 1.99 2.50  0.110
H: 5.81 2.12 3.92  0.398
H: 6.98 0.12 4.67  0.436
H: 6.03 -2.13 4.19  0.418
H: 4.08 -2.28 2.49  0.369
H: -1.01 4.52 0.05  0.531
H: -2.39 4.99 -1.99  0.505
H: -2.30 3.25 -3.93  0.527
H: -1.07 1.08 -3.45  0.692
C: 2.46 -2.28 -1.44  -1.557
N: 1.03 -2.23 -0.93  0.074
C: 0.15 -3.13 -1.71  -0.866
C: -1.13 -2.53 -2.16  -0.089
N: -1.49 -1.23 -2.10  0.246
C: -2.85 -1.18 -2.54  0.250
C: -3.79 -0.20 -2.65  -0.052
C: -5.11 -0.54 -3.08  -0.958
C: -5.43 -1.86 -3.47  -0.588
C: -4.48 -2.91 -3.37  -1.114
C: -3.21 -2.51 -2.97  0.269
N: -2.14 -3.33 -2.62  -0.016
C: 2.77 -1.01 -2.16  0.357
N: 1.95 0.05 -2.14  0.681
C: 2.57 1.09 -2.83  0.371
C: 2.32 2.48 -2.91  -0.189
C: 3.32 3.22 -3.57  -0.953
C: 4.47 2.70 -4.20  -0.666
C: 4.76 1.32 -4.12  -1.018
C: 3.83 0.56 -3.38  0.396
N: 3.89 -0.73 -2.91  -0.043
H: 2.70 -3.14 -2.07  0.633
H: 3.05 -2.35 -0.57  0.465
H: 1.09 -2.40 0.09  0.195
H: -0.10 -3.98 -1.08  0.406
H: 0.73 -3.45 -2.60  0.433
H: -3.69 0.84 -2.28  0.332
H: -5.89 0.20 -3.01  0.449
H: -6.40 -2.08 -3.87  0.440
H: -4.77 -3.94 -3.50  0.477
H: -2.04 -4.33 -2.75  0.283
H: 1.41 2.99 -2.48  0.336
H: 3.12 4.30 -3.68  0.365
H: 5.18 3.39 -4.63  0.410
H: 5.61 0.85 -4.54  0.479
H: 4.76 -1.29 -2.98  0.314
Ge: -1.36 -0.67 1.10  0.692
C: -3.29 -1.23 1.35  0.703
C: -3.57 -2.57 1.14  -0.297
C: -4.74 -3.20 1.52  -0.699
C: -5.82 -2.36 1.88  -0.532
C: -5.56 -1.02 2.06  -0.603
C: -4.34 -0.43 1.81  -0.264
C: -1.03 -0.01 2.96  0.585
C: -1.67 1.19 3.36  -0.392
C: -1.72 1.62 4.67  -0.727
C: -1.09 0.85 5.70  -0.595
C: -0.42 -0.29 5.29  -0.720
C: -0.37 -0.69 3.90  -0.189
H: -0.61 -2.06 1.36  -0.124
H: -2.75 -3.17 0.79  0.272
H: -4.80 -4.29 1.62  0.412
H: -6.82 -2.78 2.03  0.428
H: -6.43 -0.40 2.32  0.358
H: -4.17 0.63 2.10  0.286
H: -2.02 1.79 2.52  0.398
H: -2.26 2.53 4.93  0.430
H: -1.15 1.23 6.71  0.440
H: 0.11 -0.96 5.97  0.419
H: 0.17 -1.61 3.71  0.385

- orbital gap (alpha / beta) (eV) = 6.0 / 4.4
- electronic energy (eV) = -140328.2072
- net charge = +2
- maximum force (eV/A) = 4.217
- multiplicity = 4
- energy relative to the best compared isomer or geometry (same formula, charge and spin) (kJ/mol) = 0.00